C36H66ClF36N12P6 | ωB97M-V/def2-TZVPD

Each line ends with the Löwdin charge.
Element x y z (Å)
H -2.68961 -0.48836 -2.50073  0.11
H 5.90861 -1.10816 -0.50328  0.07
C 0.86063 4.56210 1.66836  0.00
F -4.22681 2.37484 3.34337  -0.17
H -3.89322 4.08355 -1.34879  0.08
H 1.85516 -2.96177 -1.63884  0.09
H 0.61979 3.50832 6.24991  0.14
C -7.75181 1.85064 -0.94556  -0.04
F 0.18715 -1.02445 1.86685  -0.18
H 4.41645 2.24777 6.83483  0.08
F 2.10448 -4.77103 -3.97630  -0.20
F 0.62260 -0.90434 3.95838  -0.19
F -4.27693 3.91917 1.61646  -0.15
P 0.77144 5.38649 -2.43704  0.21
H -8.75376 2.05600 -0.56870  0.08
F -5.72975 -3.75305 -3.11998  -0.20
C -3.23766 2.12551 -1.53813  -0.19
C 5.55579 -0.65000 2.89383  0.01
F 1.27965 -2.89582 2.85699  -0.17
H -1.72962 1.65199 5.81815  0.09
C -8.61443 0.97651 -4.10220  -0.05
H 8.25724 -4.74155 5.27759  0.08
C 4.46428 -2.97384 -2.21289  -0.01
H -2.01293 1.12799 3.49982  0.15
P -2.88284 0.83720 -5.71599  0.17
H -5.28760 -1.66798 -4.52375  0.08
F -4.34346 -2.70707 -1.48909  -0.23
H -2.95781 -1.99528 6.15600  0.13
H -7.50541 0.78889 -0.95401  0.08
C -2.93652 -1.45489 5.22116  -0.01
H 7.14502 -4.33277 -1.07098  0.12
F 0.08270 -4.07557 -4.59708  -0.17
F 1.79728 4.17453 -1.93109  -0.21
C 2.86979 2.17034 5.43298  -0.21
C 5.50510 -0.62203 0.38496  0.00
H 1.19312 3.78921 0.97540  0.10
N -2.44933 -0.18423 5.13113  -0.07
H 7.48663 -2.50277 1.02476  0.15
N 5.76784 -3.22052 -2.28272  -0.07
F -1.52608 -0.08789 -5.78829  -0.17
C 1.40949 0.57728 -0.84157  -0.07
H 4.42382 -0.69624 0.26914  0.08
C -7.49592 2.40724 -2.36032  -0.14
F -2.37654 3.38879 2.86033  -0.16
H 3.47562 1.79556 4.60800  0.11
C -4.58862 -0.58628 1.07693  -0.07
H 7.21293 -4.15245 -4.39528  0.08
H -6.17023 -1.39900 -6.02821  0.11
H -0.17075 4.91246 1.62840  0.10
F 2.81708 -1.33274 3.71309  -0.15
H 6.16541 -2.01486 -3.93865  0.12
H -6.96107 2.25296 -0.31233  0.07
N 0.06789 0.63830 -1.18384  -0.09
C -1.81904 0.03442 -2.13301  0.02
F 1.54476 -2.59644 -3.98282  -0.21
H 6.88463 -3.67654 5.35236  0.07
H 7.18034 -4.86921 3.95960  0.08
H 2.68386 2.75068 2.60960  0.16
H 4.45402 3.54665 5.49985  0.09
H 3.48674 3.72840 6.93422  0.08
H -6.47580 2.78558 -2.42590  0.11
H -9.03929 -1.04541 -5.17218  0.13
F -5.22317 4.57733 3.62986  -0.16
F -4.99008 -4.94333 -1.43670  -0.19
Cl 4.33849 0.67543 -2.94835  -0.54
P 1.59269 -1.27190 2.72091  0.18
H -0.03517 -1.31524 -2.14443  0.13
C -6.28098 -1.64322 -4.97171  0.02
N -7.09144 -0.50743 -4.51585  -0.07
C -0.78982 1.71733 -1.11070  0.04
C -0.49828 -0.36431 -1.92608  0.04
H 8.76105 -2.34972 4.40228  0.12
P 1.57746 -3.75990 -5.13071  0.26
N -7.50953 1.39234 -3.45517  -0.05
H 2.13052 -4.74101 -1.07901  0.10
H -2.44539 4.10992 -1.93729  0.08
F 1.37522 5.47658 -3.88420  -0.12
C -6.55475 0.45551 -3.74089  0.01
C 0.88968 3.60071 5.20826  -0.02
N 1.97485 2.97333 4.74041  -0.10
H -6.78349 -2.61008 -4.99949  0.10
C 2.41568 -3.68932 -1.05183  0.05
H -0.52169 2.69183 -0.73011  0.13
F 1.89557 0.33441 2.75011  -0.19
H 4.88425 -5.13215 0.18657  0.12
P -4.22305 -4.01979 -2.53468  0.20
C -1.84487 0.63355 6.18911  0.01
C -3.19804 -0.75631 1.63243  -0.15
N 1.16574 4.13651 3.00633  -0.05
F -4.01655 -5.26044 -3.54965  -0.16
C -3.17277 -1.81296 3.93224  -0.03
C 6.69241 -2.45233 -3.09072  -0.15
N 3.91601 -3.73671 -1.23781  -0.03
C 0.35247 4.29427 4.13931  0.02
F -2.20573 1.77957 -4.58997  -0.14
F -3.58127 -3.07792 -3.75308  -0.19
F -0.24027 4.12335 -2.68687  -0.19
H -5.36672 -1.24707 1.45905  0.09
P -3.82480 3.93432 3.16192  0.19
F -3.33163 -0.24307 -4.61236  -0.20
F 1.41109 -4.93800 -6.28208  -0.19
F -0.40776 6.34489 -2.87089  -0.13
N 5.94881 -1.11404 1.66976  -0.09
H 1.96940 0.06053 -1.62104  0.04
H -3.48695 -2.75315 3.50359  0.14
C 6.12288 -4.03812 -1.25758  -0.05
C 2.07531 3.19985 3.38052  0.03
C 7.75046 -3.42077 -3.79211  -0.05
F 0.18635 5.35601 -0.86330  -0.23
C 6.86213 -2.07454 1.79484  0.05
H 1.90675 1.54440 -0.91581  0.09
F -4.35042 1.57166 -5.63857  -0.19
H -4.00361 1.71654 -0.87921  0.10
H 7.09749 -1.62812 -2.50362  0.11
F -2.31714 1.72060 -6.93066  -0.14
N -2.03332 1.31875 -1.58397  -0.01
F 1.85867 6.58605 -2.04208  -0.20
H 2.28294 1.37695 5.89584  0.14
H 8.33623 -2.86645 -4.52539  0.07
N -3.06503 -0.77077 3.08124  0.00
F -3.41004 5.57197 2.97733  -0.23
H 4.74863 0.06184 2.80344  0.13
H -3.64007 2.11890 -2.55110  0.11
C 8.20085 -3.04402 3.77600  -0.18
C 3.88099 2.98707 6.23917  -0.05
C -2.95984 3.55615 -1.15195  -0.07
F 1.12826 -2.60454 -6.21530  -0.17
H 8.40764 -4.02932 -3.17092  0.05
H -2.51163 0.78958 7.03716  0.10
H -4.68057 -0.59517 -0.00914  0.06
N 7.18486 -2.17783 3.20380  -0.05
H 1.36401 5.49992 1.43338  0.11
H -8.10455 3.26876 -2.63500  0.13
H -2.64119 0.09393 1.23859  0.13
F -3.58959 -0.21451 -6.72792  -0.19
H -0.93837 0.20877 6.62030  0.09
H 8.85203 -3.43980 2.99662  0.13
H -2.55372 3.72779 -0.15510  0.07
F 2.53274 -1.54398 1.46205  -0.14
H -9.53669 1.51332 -3.93583  0.12
C 4.93140 -4.41463 -0.61924  -0.02
H 2.25110 -3.49580 0.00815  0.07
C -8.42667 -0.26460 -4.74624  0.03
H -0.37700 5.09032 4.16354  0.14
H -4.91193 0.43134 1.29607  0.06
C 7.58779 -4.14143 4.66132  -0.06
F -2.78797 -4.28202 -1.92248  -0.14
H 1.68622 0.13697 0.11637  0.06
C -2.45849 0.19362 3.80774  0.02
C 6.32868 -1.32786 3.81717  -0.02
F -3.36955 4.07385 4.75929  -0.22
H 6.39303 -1.26369 4.89334  0.14
H 5.76768 0.43533 0.35136  0.11
F 3.22175 -3.46772 -5.47795  -0.24
H -5.60110 0.44044 -3.23421  0.16
H 3.90867 -2.25336 -2.79479  0.12
H -2.90853 -1.76026 1.32198  0.14

- LUMO (hartree) = -0.00012
- strongest force on any atom (hartree/bohr) = 0.1086
- multiplicity = 1
- frontier orbital gap (eV) = 5.431
- HOMO (eV) = -5.43
- total charge = -1



C36H66F2N8O8 | ωB97M-V/def2-TZVPD

Each line ends with the Löwdin charge.
Element x y z (Å)
H -11.79359 -11.83286 13.32036  0.08
H -16.46888 -14.51853 17.95618  0.07
H -6.97293 -11.13919 13.98556  0.11
H -15.38340 -7.79736 16.36318  0.10
C -15.54577 -8.05836 12.01510  -0.03
H -17.10958 -9.40563 14.65507  0.14
H -12.35357 -14.89910 19.57702  0.08
C -11.86405 -4.63643 13.08520  -0.09
C -15.25848 -12.87313 19.21051  -0.34
C -13.77414 -13.09752 15.13720  -0.04
C -15.95503 -14.12823 14.65840  -0.04
H -8.51106 -7.51697 14.62622  0.08
C -9.37128 -11.74760 10.91306  -0.04
C -14.26593 -8.91458 17.85028  -0.06
H -13.58788 -14.01955 15.68955  0.07
H -9.98399 -6.48652 17.42653  0.08
H -10.26840 -9.43565 11.26936  0.11
N -10.39435 -11.28982 11.89619  -0.17
C -12.05943 -15.34660 20.52610  -0.05
H -9.29869 -4.43720 17.12016  0.09
C -10.98272 -12.31770 12.71636  -0.06
C -9.68557 -5.17266 12.18932  -0.02
C -16.72532 -13.30483 21.06901  -0.09
H -7.17763 -10.45118 15.92805  0.07
C -16.15511 -10.39953 12.68789  -0.03
N -16.17556 -8.96443 12.97526  -0.18
H -9.85742 -12.66227 17.19867  0.08
H -17.75019 -12.90605 21.08961  0.09
F -9.52168 -6.71154 10.49942  0.05
N -12.09795 -14.34570 21.54805  -0.20
H -10.28894 -12.77679 13.38750  0.04
N -7.46998 -9.25181 14.37866  -0.19
H -12.39602 -4.08118 13.83025  0.10
H -9.95393 -15.97126 16.59784  0.10
H -10.94989 -12.61561 22.25179  0.10
H -13.10799 -13.33807 23.12230  0.15
N -10.03139 -14.15199 15.69923  -0.20
H -13.53116 -5.38045 11.94252  0.13
H -12.80979 -10.04115 19.05292  0.12
H -8.39435 -14.54178 14.50036  0.13
H -16.73903 -14.31356 21.59157  0.10
H -11.02245 -15.63408 20.36316  0.08
H -8.92126 -10.85587 10.46516  0.08
C -14.46399 -8.39462 16.54755  -0.10
C -10.40956 -15.51191 15.72666  -0.08
H -14.77288 -12.28754 19.99669  0.12
H -13.73603 -8.18627 14.51217  0.11
C -7.20914 -10.21249 13.44138  -0.30
O -8.41229 -12.60393 15.10395  -0.02
H -10.05557 -3.87585 13.91279  0.09
H -15.11323 -10.75125 12.65609  0.10
H -10.94835 -7.05676 18.79296  0.10
C -13.10140 -9.65921 18.06845  -0.03
H -12.08110 -6.50078 10.25009  0.14
H -17.00722 -13.94908 14.67608  0.08
H -11.70004 -6.80439 17.22894  0.08
H -7.84711 -8.88033 16.39338  0.09
C -12.41171 -5.23072 12.00606  -0.10
H -18.14170 -14.03587 18.64692  0.10
C -10.33362 -5.94439 11.26865  -0.32
O -16.80777 -7.34913 14.41374  0.04
C -16.74753 -8.47563 14.07180  -0.42
H -9.98687 -14.10827 21.88341  0.09
H -10.69194 -4.29624 16.10051  0.09
H -15.63767 -14.47002 13.69454  0.08
H -15.67610 -14.92038 15.29984  0.07
H -6.14077 -8.95409 16.00497  0.09
H -12.62073 -16.24106 20.83390  0.10
H -16.16338 -7.16816 12.05209  0.08
C -8.85974 -13.76669 15.07811  -0.29
H -8.61160 -5.09089 12.11451  0.12
H -11.39178 -13.19837 12.16531  0.10
C -7.11221 -9.38095 15.74499  -0.07
C -10.58987 -13.32455 16.75370  -0.03
H -10.68712 -13.17444 20.58852  0.08
H -13.39722 -13.35873 14.16112  0.07
H -15.27024 -11.06960 15.86808  0.12
C -10.96216 -6.38982 17.91059  -0.08
H -7.03258 -7.32282 13.59173  0.10
H -11.67489 -9.43576 14.94000  0.09
H -10.34453 -3.06311 17.41015  0.07
C -11.46382 -4.53715 19.31373  -0.35
H -11.40791 -12.64930 16.42316  0.07
C -15.93273 -11.88729 15.54547  -0.36
C -13.58039 -8.63321 15.51012  -0.07
H -11.00836 -14.05947 17.49019  0.09
O -17.16888 -11.78342 15.66700  -0.03
H -17.14930 -15.34939 19.36265  0.08
H -13.25644 -12.22087 15.56238  0.07
C -10.83975 -10.01094 11.95091  -0.31
C -11.66002 -5.93637 11.09638  -0.03
O -14.22054 -14.85869 22.28635  -0.06
N -16.37978 -13.42958 19.69769  -0.18
H -14.52176 -7.73053 12.32897  0.08
H -16.68817 -10.55559 11.79284  0.07
C -10.88745 -13.52799 21.61626  -0.06
H -15.60090 -8.42338 11.02660  0.07
H -16.04356 -12.73770 21.72690  0.09
O -7.37404 -10.03923 12.22926  -0.02
H -15.08388 -8.87119 18.55064  0.10
O -11.45753 -3.35204 19.58311  0.01
N -15.24655 -12.88649 14.93795  -0.15
H -9.93034 -12.41083 10.19633  0.10
C -12.18769 -9.80954 17.03482  -0.30
C -13.15449 -14.17581 22.36734  -0.29
H -8.49036 -8.09004 12.98081  0.06
H -8.52689 -12.23392 11.41325  0.08
C -10.36531 -4.10681 17.18330  -0.02
H -11.48025 -15.63857 15.64109  0.08
C -12.35118 -9.29299 15.76802  -0.01
C -7.89145 -7.95656 13.85154  -0.04
H -11.99779 -5.27657 19.89774  0.13
O -11.82337 -9.59892 12.57089  -0.02
H -16.76558 -10.88423 13.46582  0.07
C -17.10970 -14.40942 18.83267  0.00
O -14.67594 -12.98438 18.13790  -0.01
N -11.03101 -5.00021 18.14132  -0.20
C -10.46208 -4.44270 13.08780  -0.06
F -10.98850 -10.42453 17.26799  0.02
H -10.10441 -15.93090 14.74828  0.10

- LUMO (hartree) = 0.00669
- relative energy (zero: lowest compared OMol25 entry of this formula, charge and spin) (eV) = 0.066
- SMILES string = Fc1ccccc1.Fc1ccccc1.CN(C)C=O.CN(C)C=O.CN(C)C=O.CN(C)C=O.CN(C)C=O.CN(C)C=O.CN(C)C=O.CN(C)C=O
- strongest force on any atom (hartree/bohr) = 0.0894
- multiplicity = 1
- frontier orbital gap (eV) = 9.178
- HOMO (eV) = -9.00
- total charge = 0



Question: The lowest HOMO belongs to which entry?
Answer: C36H66F2N8O8



Question: Which of these has the lowest strongest force on any atom?
Answer: C36H66F2N8O8